# 1
DFT (the ωB97M-V functional and the def2-TZVPD basis) results for the molecule C11H8BrO3P in a non-equilibrium geometry.

Structure (XYZ):
```
24
Properties=species:S:1:pos:R:3:forces:R:3:mulliken_charge:R:1
Br -2.26856 1.57264 2.48579 0.5 0.0 0.1 -0.1775
P -3.06459 0.56499 -0.41972 -1.4 0.1 1.0 0.1049
O 2.81462 -0.90346 2.77115 -0.1 0.4 -0.6 -0.5270
O 1.47941 -2.59849 -1.55536 0.1 0.7 0.1 -0.5198
O -3.36993 -0.45503 -1.70445 1.0 0.4 0.0 -0.5303
C 3.17373 -1.13836 -0.69633 -0.2 -0.1 -0.2 -0.5045
C 2.52639 -0.67701 1.61368 0.0 -0.2 0.3 0.0549
C 1.76983 -1.63718 -0.87469 -0.2 -0.2 -0.2 0.0683
C -0.50714 -0.58712 -0.55343 -0.1 -0.5 -0.6 -0.1516
C -2.81031 2.22638 -1.21466 0.6 -0.8 0.0 -0.8959
C 3.53240 -0.69554 0.49803 -0.1 0.4 0.5 -0.4296
C -1.37300 0.15061 0.21667 -1.3 0.4 -1.4 0.2053
C 1.11896 -0.38939 1.15225 1.4 -0.4 0.2 0.6737
C -0.99900 0.58466 1.46620 -0.7 0.3 0.1 -0.1352
C 0.74598 -0.85883 -0.08494 0.9 -0.6 -0.6 0.1694
C 0.25569 0.31160 1.93528 0.0 0.5 1.5 -0.5561
H -2.98552 -1.32214 -1.53160 -0.2 -0.1 -0.1 0.3227
H 3.88351 -1.14645 -1.51401 -0.2 -0.3 -0.1 0.4038
H 4.52392 -0.30510 0.69429 0.0 -0.2 0.2 0.3986
H -3.63043 2.88620 -0.95080 0.0 0.0 0.0 0.3027
H -2.72252 2.12586 -2.29803 0.0 0.0 0.0 0.3228
H -1.86427 2.60343 -0.82226 -0.1 0.3 -0.1 0.3082
H 0.57612 0.64418 2.91504 0.0 0.0 0.0 0.5211
H -0.80532 -0.95647 -1.52810 0.0 0.1 -0.1 0.5709
```
Positions in Å, forces in eV/Å.

Kohn-Sham gap = 7.15 eV
SMILES = CP(O)c1cc2c(cc1Br)C(=O)C=CC2=O
Max |F| = 2.0 eV/A

---

# 2
DFT (the ωB97M-V functional and the def2-TZVPD basis) results for a cluster of 2 separate species, CN4O4 in total in a non-equilibrium geometry.

Structure (XYZ):
```
9
Properties=species:S:1:pos:R:3:forces:R:3:mulliken_charge:R:1
O -0.07251 -0.03728 -0.31471 -0.8 1.0 0.0 -0.4402
O 2.19982 -0.35224 -0.14337 -0.2 -0.9 0.2 -0.4472
O -3.15416 0.97175 -0.54335 -0.7 2.0 -1.5 -0.5279
O 0.63908 -2.02259 0.14564 0.2 -1.1 0.6 -0.4229
N -2.72417 0.11731 0.09793 -0.2 -1.1 0.8 0.8514
N -2.36740 -0.72922 0.71471 0.4 -1.1 0.9 -0.3096
N 2.52956 2.01952 0.12892 0.1 2.0 0.0 -0.3729
N 0.65843 -0.88731 -0.03410 1.2 0.8 -1.2 1.1680
C 2.29136 0.92006 -0.05167 0.0 -1.6 0.2 0.5014
```
Positions in Å, forces in eV/Å.

Kohn-Sham gap = 10.32 eV
SMILES = N#CO[N+](=O)[O-].N#[N+][O-]
Max |F| = 2.6 eV/A

---

# 3
DFT (the ωB97M-V functional and the def2-TZVPD basis) results for the molecule CH6BN3OP2S in a non-equilibrium geometry.

Structure (XYZ):
```
15
Properties=species:S:1:pos:R:3:forces:R:3:mulliken_charge:R:1
S 0.68303 -3.80109 -1.15250 -0.1 5.9 -0.2 -0.1039
P 1.78148 0.09426 0.71033 2.4 2.5 0.2 0.1864
P -1.44751 1.02781 0.41176 -1.2 2.4 0.8 0.1122
O -1.84903 2.03394 -0.95486 0.8 -0.4 1.0 -0.5445
N -2.82867 -0.08028 0.62090 2.4 -0.5 -1.0 -0.6167
N 2.53403 1.51156 0.32190 0.2 -1.8 -0.6 -0.6705
N -0.12039 -0.85061 -1.43600 5.0 -6.3 2.9 -0.3012
C 0.52663 -2.07814 -1.24865 -4.2 1.0 -1.4 0.2129
B 0.08735 -0.00008 -0.19650 -1.1 -1.4 -2.0 0.4852
H 3.45264 1.25955 -0.15358 -1.6 0.5 0.6 0.2015
H 2.66543 -0.96319 0.31383 -0.9 -0.2 0.4 0.0432
H -2.94804 -0.30292 1.63375 0.2 0.3 -1.3 0.2898
H -1.48649 2.96432 -0.86722 -0.6 -1.8 0.3 0.3438
H 1.67030 0.10464 2.15186 -0.4 -0.7 -0.7 0.0888
H -2.58455 -0.93278 0.05718 -1.0 0.7 1.0 0.2730
```
Positions in Å, forces in eV/Å.

Kohn-Sham gap = 6.63 eV
SMILES = N=[PH2]B(N=C=S)P(N)O
Max |F| = 8.5 eV/A

---

# 4
DFT (the ωB97M-V functional and the def2-TZVPD basis) results for a structure of composition C24H25Co2O7Si in a non-equilibrium geometry.

Structure (XYZ):
```
59
Properties=species:S:1:pos:R:3:forces:R:3:mulliken_charge:R:1
Co 1.72272 -2.44185 -1.64792 5.2 -2.8 0.1 0.0149
Co -1.77570 0.88416 -1.08872 -2.4 1.0 0.5 0.3126
Si 0.29579 3.61840 2.30952 -0.6 0.1 -1.7 0.3919
O -2.02951 3.72366 -1.75622 0.0 -1.3 0.3 -0.5207
O 1.16229 3.00039 0.94248 0.5 -0.7 0.4 -0.4794
O 1.92954 -4.45219 0.52942 -0.4 2.5 -2.8 -0.4789
O -3.01601 -0.59268 1.15934 0.5 1.2 -1.9 -0.5328
O 4.00547 -0.63894 -1.68132 -0.7 -0.3 0.2 -0.4956
O 2.54416 -4.06161 -3.91816 0.0 -0.2 -0.1 -0.4284
O -3.71181 -0.10553 -3.01577 -0.3 0.4 0.5 -0.4185
C -1.50809 3.55373 1.82349 0.0 0.2 0.6 -0.8787
C -3.16399 -4.36080 -1.57866 0.1 0.3 -0.2 -0.6664
C 2.64708 0.12578 2.11245 0.3 -0.5 0.4 -0.9950
C 1.84703 -0.99738 1.48411 0.0 -0.3 -0.1 -0.1230
C 0.71552 2.64790 3.81933 0.0 0.0 0.4 -1.0936
C 0.42122 -0.53986 1.14856 0.5 -0.3 0.4 -0.8052
C -3.65681 -4.17494 -2.89562 0.4 -0.2 0.2 -0.3875
C 1.43046 1.70532 0.81660 -1.1 0.3 -1.0 -0.7497
C -2.54446 0.02972 0.26897 0.1 -1.0 2.1 -0.0746
C 2.17170 -3.42610 -3.04003 0.0 -0.1 -0.7 0.1259
C -1.70031 -2.85956 -3.44551 0.1 -0.2 0.1 -0.0618
C 1.82478 -3.63401 -0.32913 0.4 -2.7 3.3 0.2217
C -2.92117 0.29102 -2.27114 0.9 -1.1 -1.5 0.2925
C -1.25837 -2.95886 -2.11870 -0.4 -0.3 0.0 0.7479
C -0.03422 -2.26824 -1.80802 -1.5 3.2 0.6 0.3057
C 2.81790 1.26256 1.10350 0.2 0.4 0.4 -0.3825
C 0.94454 5.35130 2.35426 0.1 0.3 0.3 -1.1063
C -2.87624 -3.47870 -3.84277 -0.3 -0.2 0.5 -0.6255
C 0.34098 0.34405 -1.35092 4.3 -0.4 -0.3 -1.2527
C -1.90180 2.59868 -1.43576 0.3 1.5 -0.1 0.0906
C 0.35795 0.79954 0.41234 -1.0 0.9 1.5 2.2197
C -1.95459 -3.75681 -1.18038 0.0 0.1 -0.7 -0.2180
C 3.10954 -1.37359 -1.62695 0.8 0.2 -0.4 -0.1516
C 0.54039 -1.10249 -1.53030 -3.7 0.5 -0.5 -0.6174
H -2.05785 4.13036 2.58944 0.0 -0.2 -0.2 0.3980
H 3.61698 -0.22528 2.46811 0.2 0.0 -0.2 0.5170
H -1.91890 2.53012 1.81278 0.1 0.4 -0.1 0.2856
H 1.79242 2.61556 4.01095 -0.1 0.0 0.0 0.3295
H 0.85173 5.84905 1.38125 -0.1 -0.2 0.2 0.3024
H 0.37500 5.92796 3.09366 0.1 0.0 -0.1 0.3456
H 0.24465 3.17802 4.65697 0.1 -0.1 0.0 0.4616
H -0.11900 -0.42344 2.09962 0.0 0.0 -0.2 0.6771
H -3.71425 -4.98362 -0.84708 0.3 0.5 -0.6 0.3199
H 2.35955 -1.36574 0.57848 -0.3 0.3 0.6 -0.6687
H 2.00232 5.36977 2.64439 -0.2 0.0 0.0 0.3014
H -1.69360 4.01731 0.83895 0.2 -0.2 0.4 0.2080
H 2.14011 0.49212 3.01879 0.0 0.0 -0.3 0.2938
H 1.80733 -1.85461 2.16756 -0.1 0.1 -0.1 0.4007
H -4.62634 -4.61135 -3.19815 0.7 0.2 0.2 0.3387
H 3.32928 0.92770 0.17550 -0.4 -0.1 0.4 0.1888
H 1.38640 0.80673 -1.26766 -1.0 -0.9 -1.1 0.4523
H -0.61695 1.34137 0.68724 1.1 -0.6 -0.8 -0.1747
H -3.17430 -3.41459 -4.88863 -0.1 0.0 0.3 0.3364
H 0.33114 1.62407 3.81801 0.0 0.1 -0.1 0.3446
H -1.48879 -3.90969 -0.19106 -0.6 0.1 -0.5 0.4097
H -0.09876 -1.30797 0.55728 0.1 0.3 0.2 0.0021
H 3.43122 2.06984 1.54687 -0.5 -0.1 -0.4 0.3442
H -1.04455 -2.32505 -4.14461 -0.5 -0.2 0.2 0.3863
H 0.10918 0.82931 -2.33102 -1.3 0.3 1.1 1.0204
```
Positions in Å, forces in eV/Å.

Kohn-Sham gap = 4.11 eV
Max |F| = 6.0 eV/A
Total charge = -1

---

Per-record HOMO level, eV: -8.3 -11.6 -8.5 -3.1